88
Properties=species:S:1:pos:R:3:forces:R:3 method="wB97M-V/def2-TZVPD" lumo_energy_ev=-0.37 total_charge=0 e_above_lowest_kcal_mol=0.00 homo_lumo_gap_ev=7.5 total_energy_ev=-161235.92810
Pb -1.374596 0.020790 1.109935 0.376 -0.460 0.114
Br -3.312566 -1.564149 3.830960 0.024 -0.087 -0.100
C -1.774903 -2.105413 4.803450 0.084 0.007 -0.077
C -1.719677 -1.617382 6.077922 0.041 0.004 0.019
C -0.586301 -1.820998 6.884601 -0.029 0.021 0.015
C 0.483751 -2.486722 6.377373 0.025 0.010 -0.009
C 0.454179 -3.011825 5.062989 -0.050 0.016 -0.014
C 1.600692 -3.686833 4.578822 0.043 0.017 0.009
C 1.625069 -4.222238 3.327215 0.019 -0.017 -0.027
C 0.482834 -4.125965 2.518709 0.015 -0.018 0.015
C -0.665328 -3.491565 2.944360 -0.064 -0.008 0.073
C -0.703250 -2.867812 4.241283 -0.009 0.010 -0.041
H -2.551119 -1.039896 6.456086 -0.003 0.002 -0.005
H -0.567775 -1.421642 7.889522 -0.007 0.000 0.003
H 1.380973 -2.626202 6.967290 0.003 -0.014 -0.003
H 2.461223 -3.769867 5.231480 -0.013 -0.010 0.024
H 2.499363 -4.746929 2.965197 0.009 0.023 -0.017
H 0.477355 -4.577731 1.535779 -0.005 -0.009 0.015
N 1.500077 -0.733050 2.291624 -0.045 0.026 -0.100
N 2.076078 0.494641 2.600136 -0.024 0.026 0.032
C 1.331633 1.545852 2.972391 0.048 -0.082 -0.057
N 2.001275 2.698930 3.133179 -0.059 0.015 0.004
S -0.325468 1.503926 3.312161 -0.100 0.022 0.000
H 1.917831 -1.471219 2.844904 -0.012 -0.019 0.021
H 1.600791 -0.904626 1.293852 0.043 -0.016 0.014
H 3.023825 0.668878 2.292816 -0.020 -0.001 -0.032
H 2.937744 2.817846 2.782976 0.017 -0.003 0.005
H 1.447386 3.523192 3.289006 0.016 0.010 -0.015
I -3.653405 1.688096 0.911729 -0.281 0.283 -0.040
C -4.556126 -5.724748 0.528447 -0.040 -0.038 0.015
Si -3.863013 -4.118907 -0.118453 0.179 0.006 0.043
C -3.081381 -4.326113 -1.801114 0.007 -0.006 -0.067
C -5.153802 -2.782139 -0.175010 -0.058 0.093 0.017
C -2.530765 -3.673525 1.087436 -0.118 -0.142 0.171
C -1.756072 -3.577489 2.013307 0.051 0.400 -0.157
H -5.263706 -6.174788 -0.170845 -0.008 0.016 -0.006
H -5.072330 -5.554725 1.475453 0.006 -0.019 0.001
H -3.750729 -6.438210 0.710837 -0.016 -0.019 -0.016
H -3.711507 -4.943721 -2.445193 -0.004 0.020 -0.013
H -2.098684 -4.796040 -1.739559 -0.023 -0.032 0.017
H -2.959484 -3.355677 -2.287274 0.037 -0.007 0.006
H -6.059125 -3.160149 -0.656692 -0.001 0.027 -0.007
H -4.803442 -1.922681 -0.749609 0.003 0.022 0.011
H -5.424405 -2.422497 0.819007 -0.010 -0.052 0.016
C -1.938009 3.210026 -2.426364 0.038 -0.010 -0.034
C -0.861462 4.156413 -1.912046 -0.073 -0.051 0.030
C -0.695594 5.334543 -2.862118 0.026 -0.011 0.005
C -1.180288 4.633422 -0.501006 -0.007 -0.012 0.012
O 0.411412 3.503275 -1.844886 0.121 0.100 -0.040
Si 1.014815 2.021823 -2.088396 0.025 -0.100 0.042
S 0.678782 0.667182 -0.497002 -0.045 0.036 0.084
O 2.638815 2.193515 -2.261441 -0.114 -0.015 -0.087
C 3.664640 2.625235 -1.373944 0.051 -0.033 0.056
C 4.264528 1.392178 -0.700098 -0.014 0.031 0.011
C 4.710171 3.319154 -2.236910 -0.015 0.016 0.007
C 3.122183 3.593129 -0.327532 0.007 0.044 0.007
O 0.452934 1.473918 -3.515189 0.014 0.067 0.010
C 0.526749 0.210985 -4.185313 0.005 -0.052 0.007
C 1.848659 -0.487682 -3.886308 0.010 0.035 0.012
C -0.652142 -0.642558 -3.732225 -0.025 0.000 0.014
C 0.419015 0.525953 -5.670814 0.011 -0.004 0.005
H -2.873283 3.752807 -2.571059 -0.016 -0.008 0.048
H -2.120278 2.406917 -1.712116 0.000 -0.037 0.006
H -1.631415 2.772737 -3.376199 -0.030 0.041 -0.013
H -1.621085 5.909953 -2.920267 0.003 0.007 -0.002
H -0.437750 4.978516 -3.860587 -0.014 -0.001 -0.002
H 0.103064 5.989063 -2.510027 0.001 0.003 -0.008
H -2.191403 5.039763 -0.446446 0.008 0.030 -0.001
H -0.470847 5.404840 -0.193885 0.008 -0.011 0.002
H -1.112464 3.797690 0.197128 -0.039 -0.010 -0.009
H 4.716986 0.736335 -1.444937 -0.008 -0.010 -0.004
H 3.471712 0.836834 -0.194336 0.022 0.007 0.024
H 5.034373 1.684702 0.019236 0.012 -0.015 -0.008
H 5.081773 2.631788 -2.997228 -0.002 0.000 -0.008
H 5.550114 3.658823 -1.627504 0.006 -0.006 -0.011
H 4.266512 4.180512 -2.737168 0.006 0.004 0.003
H 2.393295 3.094386 0.314049 -0.035 -0.018 0.015
H 2.618091 4.430674 -0.808966 0.026 0.009 0.006
H 3.944051 3.977832 0.282836 -0.012 -0.014 0.011
H 1.909072 -0.763015 -2.831576 0.002 -0.001 -0.006
H 2.683562 0.174869 -4.116875 0.001 -0.014 -0.023
H 1.935615 -1.392574 -4.490178 -0.001 -0.015 0.013
H -0.586403 -0.828010 -2.659433 -0.006 -0.009 -0.014
H -0.656719 -1.600254 -4.256847 0.001 0.002 -0.009
H -1.589912 -0.123780 -3.940833 0.006 -0.009 0.004
H 1.253088 1.155991 -5.981900 0.000 0.001 -0.003
H -0.511497 1.057392 -5.873887 0.001 0.003 0.000
H 0.433421 -0.393979 -6.257892 -0.004 0.006 -0.009